Record 1
Molecular formula: C28H58NO7S5
Method: DFT, the ωB97M-V functional and the def2-TZVPD basis

Properties
Total charge: 0
Highest occupied orbital energy (spin up / spin down), eV: -7.571 / -8.372
Total energy, eV: -99970.1790
HOMO-LUMO gap (spin up / spin down), eV: 8.1383 / 8.9380
Multiplicity: 2

Geometry as XYZ:
```
99
C28H58NO7S5 (the ωB97M-V functional and the def2-TZVPD basis)
S 0.541 -5.172 -4.779
S 4.999 1.019 -1.602
S 2.615 0.763 4.769
S -3.761 -3.259 2.848
S 4.687 5.106 7.021
O -1.419 0.728 -1.575
O 5.976 4.520 6.560
O -4.973 -1.708 -3.338
O 3.842 0.228 -1.111
O 0.549 -3.688 -4.709
O 1.970 2.082 4.521
O -2.771 -3.361 3.951
N -4.127 -1.423 -2.423
C 3.575 0.916 6.282
C -2.704 -2.931 -3.739
C -1.788 1.967 -3.651
C 5.987 -0.091 -2.611
C -5.938 0.087 -1.746
C 1.416 1.854 0.583
C 0.516 2.236 1.577
C -0.545 3.075 1.251
C -0.070 3.517 -2.505
C -3.180 -4.335 1.533
C -3.720 0.999 -2.371
C -4.433 -0.170 -1.665
C -2.081 -0.530 -3.465
C 1.350 -0.311 5.454
C 6.162 1.129 -0.238
C 2.059 -5.650 -5.613
C 0.173 3.110 -1.071
C -0.708 3.510 -0.064
C 1.253 2.296 -0.721
C 4.743 6.859 6.632
C -2.703 -1.748 -2.771
C -1.872 -2.183 -1.556
C -0.306 2.344 -3.487
C 1.023 -5.761 -3.151
C 3.460 4.662 5.796
C -2.249 0.801 -2.735
C -4.079 -0.299 -0.158
C -5.164 -4.280 3.317
H -4.809 -5.272 3.597
H 5.705 1.751 0.529
H -1.543 4.162 -0.309
H 6.916 0.404 -2.894
H 7.087 1.590 -0.583
H 5.408 -0.324 -3.502
H -5.864 -4.338 2.484
H -1.672 -3.267 -3.848
H 1.940 -5.258 -2.844
H 0.781 4.103 -2.860
H -2.528 -0.426 -4.456
H 1.808 -1.246 5.775
H -1.979 1.679 -4.688
H -1.012 -0.730 -3.603
H 6.188 -1.004 -2.050
H -1.635 1.445 -0.967
H -2.397 2.857 -3.454
H 0.865 0.192 6.290
H 5.013 6.985 5.584
H 0.264 1.474 -3.159
H -3.934 -4.388 0.747
H 2.944 1.325 7.073
H -4.994 -0.217 0.434
H 5.499 7.314 7.268
H -6.170 0.927 -1.086
H 0.625 -0.509 4.667
H -3.632 -1.250 0.099
H -2.327 -3.072 -1.111
H -3.327 -3.736 -3.348
H 0.096 2.637 -4.461
H -3.073 -2.646 -4.725
H 2.167 -6.734 -5.578
H -3.824 1.905 -1.762
H 3.330 3.586 5.829
H 2.511 5.145 6.028
H -6.247 0.360 -2.755
H 1.980 -5.322 -6.647
H 0.216 -5.512 -2.465
H -6.498 -0.791 -1.428
H -5.643 -3.803 4.169
H 6.349 0.129 0.156
H -3.424 0.510 0.168
H 2.245 1.196 0.820
H 2.904 -5.159 -5.130
H 0.635 1.870 2.586
H 1.161 -6.841 -3.181
H -1.745 -1.413 -0.809
H -2.973 -5.323 1.943
H -2.268 -3.896 1.136
H 3.954 -0.066 6.563
H 4.413 1.584 6.088
H 3.806 4.951 4.804
H -0.950 4.164 -2.516
H 1.956 1.965 -1.479
H -1.247 3.385 2.016
H 3.770 7.306 6.838
H -0.882 -2.462 -1.923
H -4.247 1.196 -3.311
```

These are the Löwdin partial charges, in e, on atoms 1 to 2: atom 1 (S): 0.80, atom 2 (S): 0.80

---

Record 2
Molecular formula: C28H59B3Br16INO5P2S2
Method: DFT, the ωB97M-V functional and the def2-TZVPD basis

Properties
Total charge: 0
Highest occupied orbital energy, eV: -8.196
Total energy, eV: -1212785.8602
HOMO-LUMO gap, eV: 7.9844

Geometry as XYZ:
```
117
C28H59B3Br16INO5P2S2 (the ωB97M-V functional and the def2-TZVPD basis)
I -0.643 0.165 1.652
Br 4.882 0.528 9.709
Br 6.088 -0.559 13.025
Br -4.458 5.185 1.227
Br -9.061 -1.768 0.850
Br 8.426 1.246 7.375
Br 5.107 2.080 3.062
Br 6.286 -0.098 0.352
Br -13.283 -4.112 -0.137
Br 8.733 -0.598 4.198
Br -10.838 -3.576 -2.841
Br -6.308 -5.713 -0.591
Br -1.486 -8.479 -2.568
Br -5.530 -0.956 1.547
Br -6.109 -3.044 -3.135
Br -5.067 -8.943 -3.332
Br -5.395 7.292 4.102
S 5.257 2.961 -3.555
S 3.996 2.613 -0.925
P -4.494 4.050 -2.818
P -2.565 1.589 1.219
O -2.031 3.147 1.246
O -3.728 1.341 -3.287
O -3.145 4.665 -2.926
O -4.256 1.744 -1.052
O -2.103 0.836 -1.586
N 3.539 0.994 -3.018
C -3.635 6.720 3.503
C 8.984 4.034 -2.201
C -7.619 -5.154 -1.915
C -3.534 6.716 2.003
C 2.102 0.918 -2.717
C -0.110 1.667 -3.724
C 8.278 1.270 4.516
C 4.153 2.109 -2.455
C 5.562 -0.577 2.091
C -6.969 -4.788 -3.222
C 1.229 0.974 -3.985
C 9.084 1.850 5.645
C 4.563 -2.741 -1.059
C -3.054 -8.051 -1.498
C 4.439 0.345 2.484
C -12.642 -2.451 -0.921
C -1.349 0.773 -4.031
C -6.365 -1.592 -0.094
C 3.503 -2.530 -2.150
C 4.284 -0.177 -2.498
C 3.876 -1.473 -3.174
C 6.118 1.400 10.932
C -7.715 -0.967 -0.307
C -4.126 -9.098 -1.636
C 7.869 3.774 -3.216
C 7.019 0.407 11.616
C -12.451 -2.576 -2.408
C 6.717 3.140 -2.489
B -2.982 1.358 -0.674
B -4.171 2.214 -2.346
B -2.421 0.983 -2.923
H -11.725 -2.193 -0.404
H -2.936 7.438 3.925
H -5.243 4.690 -1.813
H -0.188 1.984 -2.692
H 2.561 -2.246 -1.700
H -4.888 -8.961 -0.872
H -0.160 2.564 -4.318
H -3.964 7.600 1.547
H 4.656 -1.848 -3.817
H -6.404 -2.673 -0.030
H 9.839 4.511 -2.650
H 8.502 1.782 3.583
H -13.273 -3.084 -2.900
H -2.498 6.614 1.688
H 8.575 4.634 -1.400
H -12.311 -1.595 -2.857
H -7.721 0.099 -0.107
H -5.215 4.112 -4.028
H 10.133 1.581 5.597
H 5.198 -1.597 1.985
H 8.987 2.933 5.662
H 1.783 1.460 -4.772
H -13.407 -1.711 -0.699
H -3.390 -7.068 -1.809
H -6.207 -5.498 -3.526
H 4.142 -2.480 -0.099
H 4.161 -0.196 -1.417
H 8.287 3.131 -3.980
H -8.062 -1.151 -1.322
H 7.414 -0.337 10.933
H -5.685 -1.304 -0.889
H -3.457 5.743 3.938
H 1.866 -0.015 -2.227
H -8.181 -4.337 -1.472
H 1.764 1.706 -2.064
H 9.249 3.084 -1.758
H 6.392 -0.561 2.790
H -2.700 -8.006 -0.471
H 2.993 -1.294 -3.768
H 6.703 2.078 10.314
H 3.744 0.536 1.672
H 3.899 -0.057 3.338
H 1.041 -0.039 -4.318
H 7.210 1.306 4.695
H -3.738 -10.109 -1.585
H -2.825 3.714 1.357
H 5.518 1.973 11.630
H -8.276 -6.010 -2.049
H 5.334 0.005 -2.692
H 7.840 0.919 12.111
H 5.437 -2.113 -1.189
H 7.580 4.702 -3.693
H 3.320 -3.474 -2.643
H 6.463 3.741 -1.632
H -1.059 -0.263 -4.117
H 4.887 -3.768 -0.994
H -1.767 1.116 -4.963
H -7.717 -4.701 -4.007
H 6.987 2.156 -2.134
```

These are the Löwdin partial charges, in e, on atoms 1 to 2: atom 1 (I): 0.41, atom 2 (Br): 0.59